Below is a molecular structure, C18H23BN8O3S2Ta, with properties calculated with the ωB97M-V functional and the def2-TZVPD basis.

- energy (eV) = -60977.8406
- HOMO-LUMO gap (hartree) = 0.179
- lowest unoccupied orbital energy (hartree) = -0.4019

ORCA input file:
```
! wB97M-V def2-TZVPD RIJCOSX def2/J DEFGRID3
* xyz 3 1
Ta 0.22569 0.19753 -0.71425
S -2.67954 1.96405 1.28329
S -1.95840 0.36842 3.65066
O 1.10581 -1.08066 0.31042
O 1.74904 1.27673 -1.36553
O 0.20650 -2.61753 4.16705
N -1.05505 1.68661 -1.34763
N -1.02585 -1.24463 -1.54284
N -1.96035 -1.02994 -2.51989
N -0.75615 0.07198 1.33413
N 3.58533 2.40190 -0.63290
N 2.88517 2.59330 -2.81301
N -1.90328 1.58950 -2.41790
N -0.17469 -0.88840 2.11726
C 3.05324 -4.47701 1.79243
C -0.87223 3.02528 -1.10169
C -1.68713 0.76788 2.01247
C 2.74743 2.09374 -1.61030
C -3.13141 1.73680 3.93722
C -0.92135 -2.61143 -1.36699
C 1.44055 -2.69432 2.11797
C -1.57549 3.75942 -2.01247
C 1.80745 -4.34865 3.85103
C 3.95265 3.51333 -3.21082
C -2.21275 2.80693 -2.82309
C 0.77992 -1.54441 1.55165
C -1.78216 -3.23890 -2.21289
C 1.13128 -3.21472 3.40432
C 2.74385 -4.97658 3.05872
C -3.88745 1.98730 2.65484
C 2.41486 -3.35193 1.33978
C -2.42163 -2.20078 -2.91703
B -2.53378 0.31633 -3.07824
H 3.24351 -5.86544 3.41942
H 2.23560 2.29277 -3.52464
H -1.62928 4.83117 -2.10089
H -3.19003 -2.26144 -3.67302
H 4.93108 3.03503 -3.14542
H -2.55778 2.60441 4.26188
H 2.65757 -2.95058 0.36311
H 3.78900 3.81019 -4.24136
H 3.51482 1.96235 0.27007
H 1.58532 -4.73419 4.83941
H -0.25749 3.35407 -0.27603
H -4.61884 1.20713 2.44744
H -0.24008 -3.03036 -0.64397
H -2.86958 2.96113 -3.66583
H -1.95816 -4.29574 -2.31961
H 4.39373 2.98079 -0.80743
H -4.38347 2.95640 2.64952
H 0.12608 -3.07336 5.01370
H -3.70437 0.33727 -2.84529
H 3.79551 -4.97029 1.18150
H -3.80708 1.44256 4.73923
H 3.93716 4.41203 -2.59258
H -2.28331 0.35698 -4.24498
*
```

These are the Mulliken partial charges, in e, on atoms 1 to 8: 2.209 0.047 0.154 -0.403 -1.028 -0.439 0.690 0.172



Below is a molecular structure, C18H23BrIrN3Si, with properties calculated with the ωB97M-V functional and the def2-TZVPD basis.

- energy (eV) = -104255.4076
- HOMO-LUMO gap (hartree) = 0.296
- lowest unoccupied orbital energy (hartree) = -0.2653
- energy relative to the best compared isomer or geometry (same formula, charge and spin) (eV) = 0.072

ORCA input file:
```
! wB97M-V def2-TZVPD RIJCOSX def2/J DEFGRID3
* xyz 2 1
Ir -0.28372 0.12475 0.06385
Br -3.11617 6.16320 0.81520
Si 1.70411 1.21305 -1.47014
N 0.39469 -1.82634 0.14751
N -1.13558 2.01291 0.20711
N -1.56972 -0.60038 1.55077
C -0.66703 2.87992 1.12537
C -1.22877 4.11784 1.34287
C 1.37588 -2.38013 -0.54226
C -2.08887 -2.77200 2.64559
C -0.21713 0.14663 -1.79020
C 1.73163 -3.72892 -0.42649
C 2.27465 0.42278 -3.06475
C -2.32458 4.49774 0.57492
C 1.30617 2.99702 -1.78880
C -0.30764 -2.61674 1.02594
C -1.80752 -4.14343 2.81453
C -0.01854 -3.98263 1.19817
C -2.20274 2.38465 -0.52156
C -0.79557 -4.73355 2.11158
C 1.03841 -4.53081 0.43721
C 2.96845 0.91865 -0.13519
C -2.81788 3.60902 -0.37254
C -1.34760 -2.03413 1.77064
H 2.66247 1.27045 0.84977
H 3.25570 -0.13012 -0.05357
H -0.81357 4.77734 2.09133
H 1.28821 -5.57860 0.54591
H 0.64821 3.09754 -2.65443
H 2.50691 -0.63910 -2.97986
H 0.20136 2.56600 1.69087
H 1.91484 -1.73493 -1.22234
H 3.19990 0.93427 -3.34759
H -1.44895 -0.09652 2.43278
H -2.39990 -4.72129 3.50957
H -3.67093 3.86331 -0.98513
H -0.57449 -5.78468 2.24348
H -2.53590 -0.43463 1.27014
H 1.56827 0.56075 -3.88396
H -0.70909 0.91457 -2.39410
H 2.24663 3.49558 -2.03971
H 0.86778 3.53969 -0.95438
H -0.02248 -0.76229 -2.35652
H 3.86344 1.47722 -0.42742
H 2.54753 -4.11021 -1.02284
H -2.88994 -2.31349 3.21339
H -2.57092 1.67002 -1.24475
*
```

These are the Mulliken partial charges, in e, on atoms 1 to 8: 0.145 -0.024 0.359 0.059 0.164 -0.542 -0.219 -0.499



Below is a molecular structure, C18H23BrN5OPtSSi, with properties calculated with the ωB97M-V functional and the def2-TZVPD basis.

- energy (eV) = -120513.2223
- HOMO-LUMO gap (spin up / spin down) (hartree) = 0.153 / 0.153
- lowest unoccupied orbital energy (spin up / spin down) (hartree) = -0.4945 / -0.4944

ORCA input file:
```
! wB97M-V def2-TZVPD RIJCOSX def2/J DEFGRID3
* xyz 3 1
Pt -0.44080 -0.62675 0.03085
Br 1.01534 -5.83693 -1.65021
S 0.01347 1.51869 0.03299
Si 2.89975 3.71717 -0.23287
O -1.95040 -1.45860 -1.49052
N -2.98184 0.58758 2.39677
N -2.50926 -0.50381 0.41107
N -0.32564 -2.62558 0.48076
N -4.19737 -1.09617 -1.13432
N 1.61394 -0.34230 -0.07114
C -0.84070 -3.15624 1.60107
C 0.25758 -4.79002 -0.30871
C -4.77142 0.00734 0.89894
C 2.14828 4.24113 1.38664
C 3.97479 -0.39929 -0.13753
C -4.56518 -1.69373 -2.43692
C -2.90169 -1.03970 -0.77720
C -0.81906 -4.51955 1.81339
C 1.86485 4.18757 -1.70311
C 2.82956 1.76335 -0.18674
C -0.26518 -5.35255 0.85302
C -3.39850 0.04617 1.26398
C 0.20443 -3.41652 -0.46856
C 2.71039 -1.05523 -0.06631
C 4.68791 4.15160 -0.40494
C 4.02499 0.96278 -0.21188
C 1.67647 1.01168 -0.11216
C -5.11997 -0.56497 -0.27718
H 4.77191 5.24013 -0.45717
H -4.09688 -1.12865 -3.23863
H 1.89067 5.27518 -1.80768
H 2.70948 3.86130 2.24156
H 4.98522 1.45812 -0.27752
H -4.23083 -2.72736 -2.46624
H 1.10269 3.94117 1.48814
H -5.52598 0.42041 1.55182
H 2.62407 -2.13294 -0.01409
H -6.15037 -0.62857 -0.60089
H -1.24929 -2.47121 2.32989
H -1.23071 -4.92234 2.72835
H 5.13395 3.75967 -1.32111
H -5.64539 -1.65106 -2.53409
H 2.25136 3.76361 -2.63101
H 0.57289 -2.94467 -1.37129
H 4.87457 -0.99980 -0.14100
H -2.01630 0.54441 2.68149
H 2.17295 5.33249 1.43842
H -3.64277 0.98144 3.05018
H -0.23741 -6.42486 0.99817
H 5.28797 3.83291 0.44962
H 0.81346 3.90349 -1.59607
*
```

These are the Mulliken partial charges, in e, on atoms 1 to 8: 0.512 -0.044 -0.114 0.258 -0.628 -0.332 -0.257 -0.181



Below is a molecular structure, C18H23CdIN2, with properties calculated with the ωB97M-V functional and the def2-TZVPD basis.

- energy (eV) = -34677.6682
- HOMO-LUMO gap (hartree) = 0.226
- lowest unoccupied orbital energy (hartree) = -0.0369
- energy relative to the best compared isomer or geometry (same formula, charge and spin) (eV) = 2.898

ORCA input file:
```
! wB97M-V def2-TZVPD RIJCOSX def2/J DEFGRID3
* xyz 0 1
I -0.24968 -1.53358 -3.02243
Cd -2.05132 0.59654 -0.61148
N 0.43653 1.90829 -1.47933
N -0.14643 1.77995 1.21700
C -0.56898 -1.37961 -0.93040
C -0.48214 1.73283 2.50018
C 0.74663 1.88440 -2.77511
C 1.13560 3.39822 3.08175
C -0.26109 -2.31028 -0.19317
C -0.51538 -3.85743 1.67895
C 0.87475 2.55896 0.82467
C 1.54376 3.39330 1.75082
C -0.36062 -4.73514 -0.66089
C -2.75449 0.85266 1.26514
C 1.64078 -3.74107 0.45204
C 1.26318 2.52079 -0.60984
C 1.92299 2.46461 -3.27982
C 2.44933 3.14769 -1.04360
C 2.78520 3.10661 -2.39088
C 0.08524 2.56215 3.46805
C 0.12457 -3.65889 0.31632
C -2.91571 0.50741 -2.45661
H 1.99572 -3.01498 1.18833
H 3.70012 3.57970 -2.72027
H 0.04575 1.37464 -3.44597
H -1.45277 -4.72435 -0.73641
H -2.68686 -0.05432 1.88601
H 2.13991 -3.55831 -0.50389
H -0.25133 -4.84555 2.06070
H 3.05119 3.65931 -0.30392
H -0.32162 2.52239 4.47513
H 2.33882 4.03043 1.38166
H 1.63118 4.04683 3.79127
H -2.90640 1.47768 -2.97166
H 2.11635 2.39893 -4.34300
H -1.60287 -3.78951 1.61677
H -2.70390 1.80802 1.82540
H -3.61772 0.82688 0.58246
H -1.33397 1.09131 2.74712
H 0.06574 -4.59155 -1.65880
H -0.05410 -5.71951 -0.29034
H 1.91281 -4.74258 0.79922
H -3.70764 0.50192 -1.69307
H -0.14841 -3.10839 2.38253
H -2.91272 -0.36742 -3.17059
*
```

These are the Mulliken partial charges, in e, on atoms 1 to 8: 0.033 0.514 0.129 0.273 -0.106 -0.351 -0.202 -0.441